(1)
163
Properties=species:S:1:pos:R:3:forces:R:3 method="wB97M-V/def2-TZVPD" e_tot_ha=-45484.42712 total_charge=0 molar_mass_g_mol=3949.3
Cl -3.6544 -3.3799 7.8247 0.446 -1.527 -0.509
Cl 9.1171 -1.1288 -3.5076 -0.022 0.289 -0.380
Cl -13.6787 3.9567 0.0331 0.277 -0.276 0.161
Cl 11.4643 0.7765 0.8992 -0.372 -0.201 -0.058
Cl -8.8005 -2.7324 -2.6954 0.057 0.112 0.374
Cl 4.1373 2.8297 2.8097 0.264 -0.219 0.107
Cl 5.4155 -10.3447 -0.8691 -0.241 0.086 0.337
Cl -6.9412 -1.5133 -0.8186 -0.410 -0.221 -0.011
Cl 6.4378 1.9072 4.3334 -0.231 -0.080 -0.295
Cl -8.0043 3.9673 -2.3427 0.025 -0.380 0.154
Cl 2.5903 12.6610 2.0495 -0.011 0.386 -0.268
Cl -8.6976 4.4517 3.1303 0.267 0.238 0.147
Cl -8.2146 2.2296 -0.0185 0.375 0.032 -0.387
Cl -1.1945 -0.6271 -6.3659 -0.199 0.028 0.306
Cl 11.7435 -3.7826 -2.2703 -0.320 -0.233 -0.088
Cl -11.6496 3.3932 2.0406 -0.226 -0.153 -0.322
Cl -4.9454 -0.7692 7.3345 -0.015 0.408 0.389
Cl 8.9539 0.5732 -0.5575 0.223 -0.098 0.379
Cl -9.1060 1.2891 -2.6236 0.450 0.286 -0.027
Cl 0.7314 3.2358 -2.0416 -0.045 0.193 -0.217
Cl 2.8920 13.8491 -0.5893 -0.233 -0.004 0.395
Cl 1.8703 -8.4712 -5.1568 -0.251 0.069 0.304
Cl -7.8062 5.3921 5.7354 0.023 0.018 -0.381
Cl -3.8452 -0.9521 -5.2113 0.420 0.116 0.122
Cl 8.4996 -7.2090 -5.6166 0.194 -0.505 -0.229
Cl 7.6000 1.6262 -8.0420 -0.345 0.385 -0.606
Cl -6.2665 1.6464 -2.0995 -0.343 0.189 -0.057
Cl 9.8345 -4.5576 -4.3246 0.291 0.111 0.548
Cl 4.8810 -5.7257 -2.8903 -0.013 0.319 -0.223
Cl 2.7004 -3.8436 -0.1767 -0.425 -0.296 0.101
Cl -1.2520 8.6991 4.3974 0.221 -0.013 -0.353
Cl 3.1090 -11.2991 -5.3478 0.544 -0.736 -0.283
Cl 4.8228 -13.5235 -4.5861 -0.336 0.090 -0.209
Cl 1.9029 -9.0100 -2.2978 -0.235 -0.340 -0.647
Cl -0.4982 -7.9466 -3.5504 1.535 0.631 -0.099
Cl 3.6736 -13.4207 -7.2571 -0.076 0.079 0.415
Cl -5.8581 4.8089 3.6545 -0.547 0.069 0.365
Cl 2.6259 5.7186 -5.5466 0.389 0.128 -0.153
Cl 0.6925 7.2119 2.8250 0.132 0.648 -0.214
Cl -2.1391 3.4762 -2.4513 0.748 0.379 -0.377
Cl 9.0158 0.0831 2.3097 0.631 -0.194 -0.309
Cl 5.8862 3.8506 -8.8036 0.113 -0.662 -0.307
Cl -0.5081 5.8661 -2.1448 0.016 -0.472 -0.113
Cl -2.0120 1.0222 -4.1128 -0.066 -0.697 -0.274
Cl 10.1432 -0.0222 -5.9951 -0.307 0.039 0.264
Cl -2.5236 -0.8222 8.9460 -0.328 0.716 0.263
Cl -2.5431 -9.8636 -3.5285 -1.722 -0.655 0.170
Cl 11.3666 -7.5344 -5.9903 -0.368 -0.210 -0.078
Cl 4.6460 7.8100 -5.4415 -0.117 -0.374 -0.194
Cl -1.3539 -4.3025 9.3484 -0.243 -0.103 -0.276
Cl 4.7457 1.2023 -8.4149 0.320 0.197 -0.094
Cl -4.2809 -7.5428 -3.7716 0.052 -0.338 0.122
Cl 6.1835 1.2133 1.5193 -0.614 0.236 0.289
Cl 0.2519 -4.5370 1.2338 0.115 -0.249 -0.314
Cl 4.0625 6.4762 -7.9606 -0.023 0.041 0.414
Cl 10.8431 -6.5433 -2.4524 -0.140 0.420 -0.026
Cl 3.3692 -8.7283 0.4213 0.476 -0.308 0.302
Cl 0.8098 10.1178 2.9137 -0.400 -0.459 -0.036
Cl -9.8082 -1.1879 -0.4449 0.240 -0.381 -0.005
Cl 9.0150 -4.4743 -1.5342 0.345 -0.112 -0.237
Cl -1.3544 8.7919 1.4912 0.266 -0.050 0.349
Cl -11.2980 2.4477 -0.6884 -0.796 0.079 0.370
Cl 1.4677 -6.4457 -0.5949 -0.270 0.747 0.020
Cl 5.4398 5.0391 -5.8385 -0.373 0.428 0.178
Cl -0.2975 4.2612 -4.5626 -0.039 -0.043 0.470
Cl -1.4962 -1.8152 -3.7271 -0.236 0.388 -0.737
Cl 9.5073 -8.7535 -7.8670 0.070 0.099 0.410
Cl -1.6082 -4.9963 6.5343 -0.190 0.053 0.358
Cl 5.6698 -9.6509 1.9450 -0.303 -0.084 -0.332
Cl -4.6227 1.1036 9.5376 -0.025 -0.344 0.014
Cl 0.1900 -4.0469 -1.6334 0.353 -0.371 0.282
Cl 0.3252 -10.6873 -4.0764 -0.071 0.377 0.212
Cl 10.2316 -1.8256 0.4810 -0.094 0.469 0.033
Cl -5.0464 -1.7232 10.0813 -0.016 0.559 0.021
Cl 7.2725 -0.2410 -5.5752 0.382 -0.190 0.592
Cl 3.6397 -3.1336 -3.3441 0.337 -0.252 -0.281
Cl 1.9685 -13.9474 -4.9591 0.306 0.200 -0.122
Cl -5.3826 -10.2209 -4.0526 0.220 0.252 0.185
Cl 3.6343 -11.5470 1.0924 0.210 0.378 -0.126
Cl -4.4912 -9.2805 -1.4475 0.076 0.033 -0.416
Cl 0.2413 13.5241 0.5653 0.426 0.063 0.105
Cl 6.4508 1.7290 -10.7129 -0.080 0.057 0.395
Cl 8.8184 1.7104 -4.0693 0.003 -0.340 -0.167
Cl 2.0745 15.4984 1.6638 -0.027 -0.423 -0.181
Cl 4.4023 0.0110 3.4808 0.243 0.427 -0.111
Cl -13.3222 1.2427 1.0192 0.221 0.355 -0.098
Cl -3.3894 -6.1986 8.4958 0.219 0.304 -0.084
Cl -7.5959 7.1298 3.4113 -0.016 -0.349 0.101
Cl 6.5067 -3.4590 -3.7179 -0.510 -0.186 -0.098
Cl 4.6474 -4.6781 -5.5946 0.071 0.080 0.376
Cl -8.5669 -3.7799 0.0089 0.005 0.345 -0.247
Cl 9.7409 -9.8010 -5.1628 0.012 0.360 -0.222
S -2.0514 -0.4101 -0.0487 -5.884 -2.631 0.520
P -3.7677 2.8504 1.5561 -0.575 0.353 0.838
P 0.7184 0.2477 1.3005 1.651 -1.470 6.191
F -1.3296 -1.6464 -1.0541 -1.022 2.922 2.489
O -2.4225 -1.1172 1.2768 2.112 2.730 -4.884
O -1.1827 2.2325 0.4860 0.835 -3.686 0.161
O -2.0584 3.8686 3.8067 2.764 0.858 -0.195
O 0.5286 0.5484 2.8397 0.203 -0.626 -5.552
O 0.6910 -1.5229 1.1540 -0.688 3.800 0.792
O 2.2937 0.8806 0.8515 -3.846 -0.354 -1.285
O -2.1290 1.7836 6.4295 -0.125 7.559 3.297
O -3.2636 0.1228 -0.8632 5.383 -1.705 2.808
N -3.4720 3.6375 7.3140 3.524 -0.031 0.494
C -2.1370 -0.5930 -4.8543 0.028 -0.185 -0.096
C -1.2577 4.9239 4.5040 0.945 0.315 0.213
C 5.2903 1.4903 3.0358 -0.119 -0.181 -0.093
C -0.2761 8.7052 2.9069 0.000 0.102 0.025
C 4.5222 -10.0677 0.6474 0.057 -0.119 0.016
C 3.3935 -13.0477 -5.5375 0.078 0.107 0.007
C -3.9181 4.0454 0.0747 0.873 1.153 -0.333
C 10.3590 -4.8394 -2.6454 0.013 -0.042 -0.078
C -4.1744 -9.2270 -3.2001 0.057 -0.206 0.011
C -1.9614 2.2573 1.7335 -0.090 0.542 2.520
C -0.6707 0.8939 0.1628 1.011 1.969 -2.221
C -5.0285 1.4221 1.5007 -1.376 -1.135 -0.324
C 0.9000 -9.0287 -3.7703 -0.154 0.232 0.099
C -4.4369 5.5624 0.5517 -0.038 -0.119 -0.710
C 9.7786 -8.3245 -6.1592 -0.045 0.032 -0.001
C 4.1936 6.2609 -6.1968 0.060 -0.028 0.081
C -0.1174 4.3247 5.5179 0.392 0.538 0.403
C 9.9164 -0.0982 0.7831 0.005 -0.025 0.191
C 4.9187 -4.2492 -3.8867 0.010 0.042 0.040
C -2.5014 -4.7193 8.0508 -0.127 0.078 -0.038
C 8.8378 0.0796 -4.7868 -0.119 -0.130 0.021
C 1.9495 13.8832 0.9223 -0.054 0.067 -0.057
C -7.4894 5.4456 3.9829 0.277 -0.024 0.091
C -7.8978 2.2831 -1.7711 0.046 0.013 0.063
C -0.6811 3.8158 6.9732 -0.415 -0.068 0.590
C -12.4871 2.7601 0.6011 -0.016 0.013 -0.112
C -0.5533 4.2098 -2.8000 -0.353 0.154 -0.158
C 1.1525 -4.7183 -0.2928 0.119 0.164 0.086
C -8.5292 -2.3034 -0.9875 0.054 0.025 0.073
C -4.2845 -0.5527 8.9749 0.282 -0.127 -0.127
C -2.1329 3.0543 6.9203 -0.411 -6.028 -2.709
C -1.2069 3.3936 2.7025 -0.020 1.009 -1.692
C 6.1707 2.1020 -8.9934 0.141 0.110 -0.077
C -5.9878 1.3506 2.8680 0.046 -1.194 -0.585
H 0.5518 3.4698 5.0570 -1.669 1.672 0.743
H -0.1906 0.9816 -0.9271 -1.274 -0.263 2.132
H 0.1045 -1.7862 1.9482 1.186 0.664 -1.521
H 0.1032 3.0308 7.3918 -1.930 1.565 -0.813
H -6.5522 0.3024 2.7822 1.072 2.253 0.174
H -0.1306 3.0663 3.0263 -2.209 0.174 -0.434
H 2.2073 1.6167 0.1601 0.133 -1.437 1.276
H -2.8045 4.2310 -0.3156 -2.786 -0.628 0.768
H -3.8318 3.0649 8.1133 0.274 0.617 -1.173
H -0.7662 4.6883 7.7671 0.241 -1.574 -1.777
H -4.5778 0.3496 1.3806 -0.635 2.142 0.090
H -1.9506 1.2458 2.3275 0.048 1.781 -1.279
H -1.0546 4.3341 1.9825 -0.230 -1.807 1.215
H -5.7497 1.6060 0.5771 1.663 -0.459 1.936
H -4.6304 3.6236 -0.7535 1.551 0.779 1.425
H -3.3377 4.6383 7.6114 -0.228 -1.473 -0.190
H 0.6355 5.2224 5.7456 -1.613 -1.862 -0.470
H -4.9687 6.0371 -0.3967 0.994 -0.870 2.076
H -5.1734 5.5207 1.4635 1.558 0.152 -2.104
H -1.9490 5.6537 5.1162 0.977 -1.747 -1.267
H -6.8073 2.1861 2.8858 1.821 -1.502 0.131
H -3.5148 6.2602 0.8075 -1.887 -1.584 -0.366
H -0.6811 5.6048 3.7172 -1.592 -1.770 1.661
H -5.3484 1.2788 3.8573 -1.295 0.538 -2.046

(2)
73
Properties=species:S:1:pos:R:3:forces:R:3 method="wB97M-V/def2-TZVPD" s2=0.765 e_tot_ha=-3022.71141 total_charge=+1 molar_mass_g_mol=779.2 multiplicity=2
Ru -0.4771 -0.1184 -0.1451 -2.522 0.120 0.545
Cl 6.4338 -2.8435 -1.0377 0.464 -0.211 0.038
S -0.4168 2.8307 -1.5229 0.855 1.478 0.536
O -3.7331 -3.9343 4.1844 -0.003 -0.019 0.020
O -5.0620 -2.7584 2.8407 -0.419 0.236 -0.249
O 1.4131 0.0156 -1.5736 -1.291 0.562 0.324
O -2.8946 -0.4231 -0.3351 2.248 1.023 -0.885
O -4.5938 -1.1494 0.8862 -0.177 0.100 -0.220
N 1.3977 0.2286 1.2616 0.063 -0.510 -1.720
N -1.8824 1.4411 -3.7456 0.437 -2.367 0.138
N -1.0563 -1.7141 1.3427 0.724 0.283 -0.368
N -1.0553 1.1887 1.3618 -0.384 -0.014 0.019
N -0.8976 1.2602 -1.6079 -0.998 -2.782 -2.314
N -1.4604 -3.0778 3.0006 -0.250 0.135 -0.188
N -0.8154 -1.3869 -1.7147 -0.383 0.190 -1.159
C 2.4901 -0.6132 -1.4088 1.199 -0.663 0.481
C -2.4190 -1.7886 1.5209 -0.642 -0.152 0.156
C -2.8270 4.8247 -4.7882 0.156 0.546 0.323
C 3.1080 -1.2752 -2.5222 -0.292 0.132 0.240
C -3.9031 -3.1674 3.2673 0.354 0.084 -0.110
C 3.1738 -0.7043 -0.1333 -0.743 0.242 -0.602
C -1.4010 0.6792 -2.7162 0.721 3.755 1.781
C 4.9558 -1.9830 -1.1662 -0.494 0.454 0.549
C -2.3981 1.7562 3.7395 -0.040 0.045 -0.593
C 2.6089 -0.2229 1.0757 -0.120 0.016 -0.133
C -0.3290 1.1399 4.9774 0.344 -0.069 0.011
C -1.3838 -3.5046 -2.6432 -0.353 0.490 -0.697
C -2.0243 -2.8764 -3.7165 0.427 -0.825 0.621
C 0.9979 0.7826 4.9248 -0.563 0.176 0.363
C -0.5055 -2.5106 2.2473 0.288 -0.017 0.049
C -0.4237 1.0260 2.5476 0.470 0.066 0.822
C -1.4195 -0.7448 -2.7645 -0.237 -3.018 -0.145
C -0.8031 -2.7113 -1.6733 0.362 -0.310 0.144
C -1.4012 3.6049 -2.7552 -0.544 -0.441 -0.726
C 4.4233 -1.3441 -0.0684 0.503 -0.553 -0.535
C 0.9264 0.5725 2.5113 -0.011 0.227 1.436
C -2.9807 1.9939 2.5163 0.061 0.118 0.618
C -2.6829 -2.6437 2.5672 -0.136 0.300 -0.337
C -2.7191 3.4507 -4.7658 0.280 -0.597 0.502
C -2.2356 5.5991 -3.7911 -0.306 -0.156 -0.551
C -1.0595 1.3129 3.7846 0.250 -0.145 -0.334
C 1.6332 0.5165 3.7148 -0.315 -0.061 -1.036
C -2.2711 1.7205 1.3487 0.376 -0.092 -0.340
C -2.0067 2.8120 -3.7472 0.011 2.439 0.205
C 0.9348 -2.8004 2.4393 0.062 0.000 -0.019
C -1.5219 4.9894 -2.7810 0.026 -0.661 0.221
C -2.0337 -1.5067 -3.7854 0.439 1.322 0.817
C 4.2789 -1.9602 -2.4015 -0.006 0.133 0.286
C -3.3926 -1.0606 0.6184 -0.036 -1.069 1.579
H -0.2876 -3.1576 -0.8286 -0.123 0.117 -0.053
H -2.5029 -3.4669 -4.4813 -0.057 -0.031 -0.088
H 1.1048 -3.8758 2.4390 0.032 -0.054 -0.017
H -3.9861 2.3733 2.4368 -0.091 0.032 -0.005
H 1.5133 -2.3500 1.6390 0.015 -0.078 -0.014
H 1.5689 0.7008 5.8376 0.003 -0.008 0.084
H -1.3608 -3.7407 3.7593 0.001 0.040 -0.030
H -1.3415 -4.5778 -2.5702 0.004 -0.113 0.056
H -2.7204 1.8970 0.3795 0.040 -0.139 0.043
H -5.0038 -2.1071 2.0563 0.313 -0.278 0.332
H 4.6991 -2.4903 -3.2426 0.073 0.002 -0.089
H -0.8132 1.3112 5.9254 -0.064 0.085 0.107
H 2.5867 -1.2219 -3.4655 -0.046 0.001 -0.118
H 3.2724 -0.3345 1.9364 -0.080 0.177 0.021
H 1.2785 -2.4080 3.3968 0.047 0.046 0.000
H -2.9428 1.9225 4.6555 -0.048 0.052 0.125
H -2.5454 -1.0206 -4.6019 -0.002 0.036 -0.051
H 2.6806 0.2553 3.7350 0.026 -0.047 -0.039
H -1.0495 5.5695 -2.0050 0.055 0.132 0.119
H -2.3361 6.6715 -3.8089 0.019 0.132 -0.026
H 4.9635 -1.3555 0.8672 0.057 -0.086 0.109
H -3.1841 2.8547 -5.5363 -0.086 -0.084 -0.137
H -2.2814 0.9580 -4.5392 0.134 0.093 0.196
H -3.3743 5.3036 -5.5835 -0.078 0.037 -0.087